Record 1
13
Properties=species:S:1:pos:R:3 method="wB97M-V/def2-TZVPD" fmax_ev_per_a=1.1 gap_ev="8.50 / 8.39" e_above_lowest_kj_mol=562.46
N 2.520 -0.497 1.390
C 1.846 -0.165 0.510
C 1.113 0.277 -0.687
C -0.263 0.851 -0.451
C -0.650 -1.099 1.663
C -1.305 0.581 -1.232
H 1.052 -0.567 -1.383
H 1.742 1.039 -1.165
H -0.355 1.570 0.361
H -1.174 -0.775 2.591
H -1.023 -2.140 1.534
H -1.236 -0.139 -2.045
H -2.267 1.064 -1.086

Record 2
46
Properties=species:S:1:pos:R:3 method="wB97M-V/def2-TZVPD" fmax_ev_per_a=0.9 spin_multiplicity=3 s2=2.03 gap_ev="4.78 / 7.46" e_above_lowest_kj_mol=19.09 total_charge=-2
Ti -0.142 0.079 1.333
O -1.225 3.595 2.452
S -1.392 2.171 2.535
O -2.456 1.764 3.483
O -1.635 1.536 1.183
O -0.123 1.438 2.956
O 0.619 -0.868 -2.884
C -0.490 -1.202 -3.214
C -1.679 -1.394 -2.366
C -2.817 -1.854 -3.014
C -3.978 -2.093 -2.311
C -4.035 -1.861 -0.931
C -2.930 -1.398 -0.272
C -1.713 -1.151 -0.962
O -0.664 -0.730 -0.343
N -5.143 -2.588 -3.012
O -6.164 -2.788 -2.372
O -5.070 -2.757 -4.222
H -0.721 -1.358 -4.295
H -2.793 -2.033 -4.081
H -4.958 -2.047 -0.400
H -2.947 -1.198 0.791
C 2.318 3.295 0.936
C 2.187 1.916 0.357
O 1.046 1.325 0.528
C 3.254 1.286 -0.349
C 3.078 0.026 -0.969
C 4.108 -0.564 -1.668
C 5.354 0.058 -1.782
C 5.543 1.299 -1.182
C 4.519 1.908 -0.480
H 1.344 3.613 1.306
H 2.681 4.016 0.197
H 3.018 3.304 1.778
H 2.114 -0.457 -0.903
H 3.942 -1.527 -2.138
H 6.158 -0.416 -2.332
H 6.503 1.797 -1.260
H 4.691 2.871 -0.017
F -3.662 -0.875 4.012
Te -1.761 -0.610 4.231
F 1.237 -0.988 1.753
F -1.807 -2.454 4.611
F -2.122 -0.339 6.147
F 0.085 -0.785 4.767
O -1.374 -0.966 2.405

Record 3
72
Properties=species:S:1:pos:R:3 method="wB97M-V/def2-TZVPD" fmax_ev_per_a=1.2 gap_ev=8.51 e_above_lowest_kj_mol=73.01 total_charge=+2
Y -0.101 0.196 -0.372
C -2.496 1.881 1.731
C -3.505 0.955 1.076
O -2.778 -0.061 0.397
C -3.608 -0.943 -0.352
C -2.674 -1.801 -1.192
O -1.613 -1.017 -1.770
C -1.951 -0.349 -2.999
C -2.475 1.044 -2.722
O -1.642 1.642 -1.717
C -2.210 2.901 -1.300
C -1.578 3.310 0.015
O -1.395 2.176 0.873
H -2.071 1.415 2.620
H -2.985 2.801 2.057
H -4.148 1.480 0.361
H -4.157 0.522 1.843
H -4.311 -0.366 -0.959
H -4.198 -1.587 0.310
H -3.209 -2.335 -1.979
H -2.197 -2.546 -0.566
H -2.679 -0.942 -3.555
H -1.030 -0.315 -3.578
H -3.505 1.036 -2.354
H -2.452 1.642 -3.637
H -3.291 2.763 -1.212
H -2.030 3.663 -2.062
H -2.172 4.076 0.517
H -0.586 3.717 -0.154
C 3.282 -3.030 0.592
O 1.970 -2.504 0.804
C 1.088 -3.374 1.485
C -0.317 -2.983 1.079
O -0.608 -1.608 1.441
C -1.339 -1.534 2.670
H 3.233 -3.942 -0.005
H 3.776 -3.241 1.543
H 3.837 -2.271 0.041
H 1.230 -3.310 2.573
H 1.259 -4.416 1.195
H -1.057 -3.644 1.535
H -0.401 -3.067 -0.003
H -0.922 -2.228 3.401
H -2.391 -1.765 2.505
H -1.250 -0.522 3.063
C 2.994 0.553 4.412
C 2.851 1.515 3.299
N 3.378 2.690 3.223
N 2.977 3.196 2.024
C 2.201 2.358 1.336
S 1.549 2.489 -0.203
N 2.097 1.278 2.159
N 1.392 0.145 1.759
H 3.657 0.979 5.161
H 3.425 -0.385 4.061
H 2.032 0.345 4.882
H 3.300 4.104 1.727
H 2.029 -0.595 1.441
H 0.867 -0.229 2.541
C 2.813 1.180 -3.081
C 2.249 -0.234 -3.055
C 1.338 -0.433 -4.261
C 1.569 -0.593 -1.720
H 3.332 1.373 -4.020
H 3.515 1.357 -2.265
H 2.015 1.924 -2.996
H 3.101 -0.912 -3.193
H 0.624 0.394 -4.339
H 0.791 -1.378 -4.215
H 1.909 -0.428 -5.189
H 2.357 -0.552 -0.942
H 1.292 -1.662 -1.782

Record 4
16
Properties=species:S:1:pos:R:3 method="wB97M-V/def2-TZVPD" fmax_ev_per_a=1.6 spin_multiplicity=2 s2=0.75 gap_ev="8.11 / 3.14" e_above_lowest_kj_mol=126.66 total_charge=+1
C -1.773 0.460 -0.015
S -3.033 0.100 1.239
C -2.355 -1.450 1.951
H -1.341 -0.494 -0.299
H -0.957 1.141 0.262
H -2.251 1.045 -0.804
H -2.866 -1.505 2.912
H -2.614 -2.297 1.324
H -1.289 -1.295 2.087
C 2.870 1.412 -1.807
C 2.770 0.476 -0.865
O 2.301 -0.805 -1.198
H 3.002 2.465 -1.613
H 2.924 1.062 -2.830
H 3.004 0.546 0.192
H 1.609 -0.860 -0.535